1.
Below is C24H35ClNO4P2Ti as an isolated structure, with properties calculated with ωB97M-V/def2-TZVPD.

XYZ file:
```
68
Properties=species:S:1:pos:R:3:forces:R:3
C 0.096 -0.096 -3.858 0.80 -1.16 -1.09
C 0.371 0.052 -2.454 2.76 4.67 5.13
H 1.026 -0.123 -4.462 -0.40 0.00 0.42
H -0.572 0.703 -4.203 0.13 -0.02 0.31
H -0.457 -1.043 -3.957 0.12 0.23 -0.25
O 1.233 0.479 -1.624 -4.96 -3.59 -4.78
Cl -1.615 0.235 -1.681 1.50 -0.86 0.18
Ti -0.143 -0.060 0.477 -6.85 -0.04 1.14
P -0.138 2.472 0.188 -0.04 0.90 0.13
C 1.379 3.307 0.719 0.05 -0.03 0.06
C -0.499 3.282 -1.410 -0.04 -0.24 -0.16
H -0.668 4.351 -1.221 0.11 -0.28 -0.06
H -1.536 4.194 1.117 -0.01 -0.32 0.13
H -1.397 2.851 -1.868 0.19 0.27 0.14
H -2.418 2.632 1.003 0.27 0.17 0.11
H 2.205 2.994 0.065 -0.15 0.20 0.20
H 0.345 3.165 -2.101 -0.15 0.10 0.16
C -1.462 3.107 1.266 -0.07 -0.05 0.09
H 1.230 4.394 0.648 0.19 -0.31 0.09
H -1.232 2.882 2.317 -0.11 0.08 -0.29
H 1.611 3.017 1.752 0.02 0.19 -0.21
P 0.040 -2.491 -0.068 0.13 -1.38 0.57
C 1.533 -3.262 0.634 0.07 0.09 -0.17
C -1.319 -3.314 0.843 -0.27 0.20 0.03
H -1.052 -2.841 -2.203 0.11 -0.13 0.11
H -0.167 -4.293 -1.657 0.07 0.34 -0.05
H 0.725 -2.911 -2.362 -0.07 -0.16 0.05
C -0.127 -3.197 -1.734 0.03 0.20 -0.28
H -2.261 -2.772 0.684 0.18 -0.21 0.05
H -1.428 -4.342 0.469 0.08 0.28 0.11
H 1.477 -4.351 0.494 0.09 0.31 0.07
H 1.594 -3.018 1.703 -0.04 -0.07 -0.22
H -1.099 -3.328 1.919 0.00 0.06 -0.34
H 2.419 -2.861 0.123 -0.09 -0.23 0.13
C 1.657 0.015 1.016 10.41 -0.04 3.25
O 2.794 0.006 1.330 -5.81 0.11 -1.58
C 3.709 0.946 5.141 0.45 0.29 0.01
C 3.009 -0.383 5.167 -0.50 0.06 0.07
C 3.704 -1.531 4.818 0.21 -0.02 -0.18
C 3.099 -2.780 4.824 -0.62 -0.02 0.21
C 1.754 -2.881 5.164 0.04 0.15 -0.06
C 1.028 -1.732 5.495 0.48 0.27 -0.21
N -0.323 -1.907 5.839 -0.81 -0.10 0.01
C -1.470 -1.127 5.589 0.62 -0.73 0.30
C -2.483 -1.180 6.570 -0.45 0.41 -0.25
C -3.666 -0.462 6.420 0.37 0.19 -0.85
C -3.846 0.344 5.272 0.49 0.13 -0.34
C -2.858 0.397 4.289 -1.03 -0.28 0.87
C -1.704 -0.381 4.406 0.41 -0.42 -0.99
C -0.978 -0.624 3.125 0.12 -0.39 1.54
O 0.022 -1.358 3.034 -0.07 0.77 -1.33
O -1.502 -0.084 2.035 1.76 0.44 -2.25
C 1.657 -0.470 5.534 -0.29 -0.56 -0.02
C 0.875 0.732 5.972 -0.11 0.53 0.05
H 3.271 1.630 4.397 0.04 -0.13 0.22
H 3.694 1.461 6.114 -0.05 -0.20 -0.31
H 4.762 0.803 4.871 -0.22 0.07 0.06
H 4.745 -1.427 4.542 0.06 -0.13 0.02
H 3.649 -3.675 4.572 0.12 0.00 -0.01
H 1.227 -3.839 5.157 0.27 0.20 -0.01
H -0.504 -2.807 6.278 -0.09 0.50 -0.01
H -2.343 -1.794 7.456 0.14 0.12 -0.12
H -4.455 -0.505 7.167 0.23 -0.08 -0.08
H -4.757 0.906 5.093 0.07 -0.06 0.33
H -3.004 0.965 3.375 -0.12 -0.09 0.26
H 0.144 1.035 5.198 0.28 -0.01 0.41
H 0.309 0.538 6.905 0.23 0.06 -0.51
H 1.537 1.590 6.149 -0.27 -0.29 0.02
```
Positions in Å, forces in eV/Å.

Properties
spin multiplicity = 2
HOMO-LUMO gap (spin up / spin down) = 3.6 / 3.7 eV
total charge = +2

Mulliken atomic charge list, values in e, 2 entries:
1 C -1.116
2 C 0.740


2.
Below is a 2-piece molecular cluster, C24H35FN2P overall, with properties calculated with ωB97M-V/def2-TZVPD.

XYZ file:
```
63
Properties=species:S:1:pos:R:3:forces:R:3
F 5.642 0.394 -2.884 -1.97 -0.72 -0.09
C 4.335 -0.038 -2.883 1.41 0.56 0.41
C 4.034 -1.264 -2.297 -0.27 -0.20 -0.09
C 2.696 -1.628 -2.217 0.13 0.03 -0.11
C 1.649 -0.804 -2.735 0.51 -0.38 0.31
C 0.320 -1.243 -2.469 0.23 0.21 -0.75
C -0.928 -0.758 -2.964 -0.96 0.10 0.18
C -2.039 -1.650 -2.851 0.28 0.15 -0.06
C -3.315 -1.271 -3.236 -0.07 0.30 -0.27
C -3.542 0.005 -3.788 0.61 -0.47 0.29
C -2.459 0.887 -3.918 0.28 0.11 -0.03
C -1.183 0.546 -3.474 -0.25 -0.34 -0.19
C 2.040 0.360 -3.447 0.43 0.29 0.00
C 3.368 0.786 -3.451 -0.74 -0.15 -0.34
H 4.828 -1.912 -1.930 -0.21 0.24 -0.06
H 2.433 -2.606 -1.801 0.10 0.44 0.07
H 0.266 -2.189 -1.920 -0.04 0.29 -0.12
H -1.855 -2.665 -2.483 -0.14 0.40 -0.03
H -4.144 -1.968 -3.134 0.19 0.12 -0.01
H -4.543 0.304 -4.108 0.38 -0.12 0.11
H -2.611 1.862 -4.384 0.01 -0.24 0.31
H -0.387 1.289 -3.499 -0.45 -0.18 0.04
H 1.309 0.912 -4.032 0.33 0.00 0.33
H 3.651 1.721 -3.930 0.01 -0.30 0.07
C -3.752 1.100 2.472 -0.34 0.09 -0.04
C -2.289 1.456 2.231 0.26 0.09 -0.12
C -2.195 2.926 1.841 -0.17 0.26 -0.02
C -1.530 1.245 3.537 0.08 0.05 0.59
N -1.747 0.646 1.101 -0.13 -1.18 -0.95
C -2.135 -0.772 0.971 -0.31 0.26 0.22
C -1.317 -1.707 1.847 -0.22 -0.13 0.34
C 0.186 -1.624 1.619 0.39 -0.11 0.04
N 0.698 -0.279 1.432 0.13 -0.23 0.12
C 2.134 -0.035 1.693 -0.27 0.01 0.49
C 2.275 0.403 3.150 0.34 0.08 0.25
C 2.673 1.049 0.767 0.38 0.31 -0.03
C 2.947 -1.302 1.474 0.44 -0.16 0.00
P -0.171 0.861 0.579 0.55 1.12 -0.30
H -0.070 0.195 -0.754 -0.83 0.07 0.61
H -3.880 0.100 2.906 0.02 0.25 -0.11
H -4.172 1.823 3.186 0.11 -0.23 -0.19
H -4.331 1.173 1.541 0.09 -0.06 0.19
H -1.156 3.268 1.755 -0.22 -0.10 0.00
H -2.703 3.089 0.883 0.09 0.05 0.16
H -2.694 3.524 2.615 0.18 -0.04 -0.23
H -0.476 1.545 3.477 -0.24 -0.14 -0.13
H -1.994 1.870 4.317 0.13 -0.23 -0.18
H -1.586 0.200 3.866 0.08 0.33 0.01
H -3.194 -0.854 1.211 0.03 -0.23 -0.11
H -2.019 -1.056 -0.086 -0.03 0.11 0.16
H -1.543 -1.522 2.905 0.05 0.00 -0.28
H -1.631 -2.735 1.648 0.01 -0.04 0.04
H 0.699 -2.063 2.485 -0.24 -0.06 -0.21
H 0.455 -2.247 0.743 -0.07 -0.01 0.05
H 1.850 -0.358 3.821 0.08 0.22 -0.14
H 3.338 0.525 3.398 -0.23 0.00 0.07
H 1.767 1.360 3.332 0.11 -0.27 -0.09
H 2.578 0.731 -0.282 0.00 0.17 0.13
H 2.158 2.010 0.906 0.25 -0.34 -0.10
H 3.741 1.199 0.983 -0.27 -0.03 -0.08
H 2.797 -1.688 0.456 0.05 -0.01 0.29
H 4.009 -1.048 1.594 -0.22 -0.16 -0.07
H 2.711 -2.078 2.214 0.12 0.15 -0.32
```
Positions in Å, forces in eV/Å.

Properties
HOMO-LUMO gap = 4.7 eV
relative energy (zero: lowest compared OMol25 entry of this formula, charge and spin) = 1.9 kcal per mole
total charge = +1

Mulliken atomic charge list, values in e, 2 entries:
1 F -0.301
2 C 0.449


3.
Below is C24H35N5S3Sc as an isolated structure, with properties calculated with ωB97M-V/def2-TZVPD.

XYZ file:
```
68
Properties=species:S:1:pos:R:3:forces:R:3
Sc 0.250 0.288 0.227 0.21 0.28 0.39
C 2.989 -1.431 0.493 0.14 -0.74 -1.60
C 3.411 -0.070 0.125 1.95 1.98 -0.41
N 2.464 0.821 -0.600 -0.48 -0.91 -1.48
C 2.819 2.223 -0.313 0.77 -0.56 -0.04
C 2.366 2.548 1.056 0.22 1.60 1.24
C 2.972 3.580 1.784 -0.57 -1.58 -0.68
C 2.583 3.782 3.096 0.16 -0.33 0.14
C 1.614 2.996 3.678 -0.97 -1.42 -1.90
C 0.979 2.016 2.835 1.38 0.75 1.61
C 0.011 1.042 3.451 -0.92 0.21 -1.46
N -0.324 -0.146 2.569 -1.31 0.60 -0.45
C 0.283 -1.420 3.063 -0.13 0.08 0.35
C 1.714 -1.538 2.530 -1.92 -1.15 0.56
N 1.638 -1.409 1.064 0.18 -0.53 -0.11
N 1.348 1.836 1.566 -0.02 -0.69 -0.25
H 3.137 -2.159 -0.345 -0.80 0.67 0.40
H 3.733 -1.770 1.176 0.36 -0.42 0.96
H 3.681 0.530 1.005 -0.10 -0.52 0.19
H 4.367 -0.118 -0.439 -0.47 -0.03 0.20
H 2.608 0.665 -1.625 -0.40 0.14 1.06
H 3.906 2.402 -0.434 -0.41 -0.18 0.21
H 2.363 2.898 -0.997 -0.64 0.38 -0.91
H 3.816 4.043 1.320 0.34 0.60 0.07
H 3.141 4.439 3.714 0.27 0.77 0.36
H 1.374 3.073 4.723 -0.14 0.01 0.20
H 0.397 0.693 4.378 0.32 -0.27 0.86
H -0.899 1.621 3.657 -0.03 -0.36 0.08
H -1.373 -0.218 2.546 1.43 -0.15 0.35
H 0.246 -1.430 4.159 0.22 -0.01 -0.14
H -0.317 -2.310 2.775 0.22 0.70 -0.27
H 2.401 -0.888 3.023 0.37 1.26 -0.25
H 2.076 -2.498 2.880 0.13 -0.59 -0.43
H 1.136 -2.198 0.623 0.27 0.26 0.91
C -1.022 3.694 -0.530 -1.30 0.44 -0.32
C -1.364 3.076 -1.916 -0.42 1.06 0.72
S -0.444 1.561 -2.120 0.28 -0.79 -0.79
C -1.655 0.410 -2.887 -0.35 0.70 0.17
C -2.880 0.200 -1.975 0.22 0.75 -0.55
S -2.504 -0.303 -0.288 0.29 -0.84 0.17
C -3.587 0.751 0.682 0.84 0.24 -0.24
C -3.223 2.222 0.616 1.15 -0.76 -0.26
S -1.394 2.511 0.832 -0.70 0.61 -0.06
H 0.002 4.041 -0.447 0.43 -0.53 0.06
H -1.571 4.657 -0.382 -0.02 -0.94 -0.01
H -2.460 2.914 -2.039 0.89 0.03 0.16
H -1.073 3.798 -2.685 0.02 -0.22 -0.01
H -1.971 0.808 -3.872 0.16 -0.10 0.59
H -1.077 -0.485 -3.075 -0.07 -0.20 0.03
H -3.447 1.146 -1.897 0.17 -0.56 -0.15
H -3.530 -0.547 -2.407 -0.23 -0.17 -0.17
H -4.615 0.618 0.401 -0.52 -0.19 -0.29
H -3.503 0.369 1.683 0.04 -0.18 0.59
H -3.527 2.640 -0.323 -0.15 0.40 -0.31
H -3.746 2.677 1.415 -0.38 0.98 0.72
N 0.135 -1.582 -1.275 0.00 0.15 0.57
C -0.194 -2.625 -1.660 0.53 1.74 0.60
C -0.649 -3.765 -2.271 -2.48 -1.48 1.38
C 0.071 -4.309 -3.282 1.03 -0.17 -1.29
C -0.498 -5.219 -4.126 -1.11 -0.78 0.24
C -1.757 -5.722 -3.831 0.20 0.54 -0.02
C -2.434 -5.321 -2.675 -0.79 -1.38 -0.89
C -1.924 -4.336 -1.897 0.50 1.15 0.49
H 1.077 -4.018 -3.484 0.50 0.52 -0.08
H 0.019 -5.526 -4.994 0.51 -0.42 -0.73
H -2.285 -6.383 -4.492 0.18 -0.38 -0.27
H -3.382 -5.871 -2.529 0.52 0.84 0.51
H -2.497 -3.975 -1.035 0.41 0.04 -0.30
```
Positions in Å, forces in eV/Å.

Properties
HOMO-LUMO gap = 8.3 eV
relative energy (zero: lowest compared OMol25 entry of this formula, charge and spin) = 0.0 kcal per mole
total charge = +3

Mulliken atomic charge list, values in e, 2 entries:
1 Sc -0.445
2 C -1.131